The following is a DFT calculation (ωB97M-V/def2-TZVPD) of a 2-piece molecular cluster, C22H43N6O7S2 overall.

Positions of all 80 atoms, in Å:
C: 5.49685 -1.96905 2.20174
C: 4.45462 -0.67459 2.04868
C: 5.32198 0.55354 1.32618
C: 4.84339 0.83129 -0.21762
N: 4.06117 2.13852 -0.40054
N: 2.79333 2.04351 0.20055
C: 2.38132 2.22774 1.65239
N: 0.88699 1.99489 1.83338
C: 0.32109 1.65580 0.45310
N: -0.99957 1.34483 0.10406
C: -1.99260 1.29655 1.23729
C: -3.55730 1.09160 0.80884
C: -4.08838 -0.45548 1.15885
C: -4.77814 -0.52183 2.68137
O: -3.96793 0.15524 3.71128
C: -2.98699 -0.76937 4.32540
O: -2.21561 -0.35609 5.35313
S: -1.29556 1.03975 -1.58596
C: -1.27977 -0.78511 -2.00453
C: -0.25702 -1.69224 -1.09701
O: 0.97774 -1.91754 -1.62630
O: -0.66314 -2.28013 0.20800
C: 0.49033 -2.33983 1.13855
C: -0.02206 -3.06933 2.55327
C: 0.76259 -2.49611 3.88608
O: -0.06892 -4.53753 2.45645
C: 1.24094 -5.15795 2.71078
O: 2.22482 -5.29947 1.80851
C: 1.55899 -5.80743 4.21854
S: -0.11460 -6.02539 5.11355
N: 1.56185 1.74836 -0.40836
H: 4.90784 -2.86568 2.68161
H: 6.43018 -1.64753 2.86372
H: 5.92093 -2.23168 1.13875
H: 4.08516 -0.36916 3.12146
H: 3.50437 -0.96628 1.41238
H: 6.46224 0.26100 1.41552
H: 5.13751 1.50014 2.01538
H: 4.28186 -0.10131 -0.64785
H: 5.84079 0.95866 -0.86100
H: 3.83104 2.13326 -1.43960
H: 3.21039 2.48114 2.45638
H: -1.68597 0.38775 1.94187
H: -1.91069 2.26252 1.89773
H: -3.83512 1.42912 -0.27582
H: -4.19675 1.78851 1.53754
H: -4.95740 -0.73308 0.41829
H: -3.20718 -1.21854 1.05525
H: -5.85922 -0.05627 2.67860
H: -4.89466 -1.66167 3.01649
H: -2.84914 -1.89560 3.97867
H: -2.36312 -1.22347 -1.92586
H: -0.92953 -0.87709 -3.13877
H: 0.79047 -1.20861 1.34629
H: 1.38804 -2.98146 0.72333
H: -1.15479 -2.71258 2.67229
H: 1.91432 -2.70313 3.89726
H: 0.64073 -1.30886 3.89715
H: 0.17918 -2.88516 4.82321
H: 2.23286 -5.05306 4.80747
H: 2.08579 -6.86336 4.14986
H: -0.92823 -4.88899 4.90121
H: 1.54450 1.60008 -1.44165
C: -2.09212 5.06595 -6.47192
C: -1.94343 4.31362 -5.15178
C: -1.33778 2.90037 -5.31371
O: -2.25660 1.92219 -5.81127
C: -2.40053 1.91866 -7.22294
N: -3.25028 4.26632 -4.47938
H: -2.92622 4.69938 -7.07498
H: -2.27942 6.12937 -6.28420
H: -1.17805 4.99154 -7.06996
H: -1.25657 4.89518 -4.52553
H: -1.04194 2.54557 -4.31900
H: -0.42341 2.91989 -5.91912
H: -1.46590 2.16289 -7.73643
H: -3.19193 2.60892 -7.51907
H: -2.70987 0.91473 -7.52929
H: -3.12759 3.84552 -3.55741
H: -3.82513 3.58311 -4.98080

Results
total charge	+1
2S+1	1
E_tot	-2514.84279	Ha

The computed Mulliken charges, all in e, follow: atom 1 (C): -1.10, atom 2 (C): 0.23, atom 3 (C): -0.67, atom 4 (C): -0.33, atom 5 (N): -0.70, atom 6 (N): 0.36, atom 7 (C): -0.14, atom 8 (N): -0.41, atom 9 (C): 0.14, atom 10 (N): 0.02, atom 11 (C): -0.06, atom 12 (C): -0.70, atom 13 (C): -0.21, atom 14 (C): -0.56, atom 15 (O): -0.31, atom 16 (C): 0.39, atom 17 (O): -0.52, atom 18 (S): -0.04, atom 19 (C): -0.47, atom 20 (C): 0.50, atom 21 (O): -0.56, atom 22 (O): -0.36, atom 23 (C): 0.25, atom 24 (C): 0.39, atom 25 (C): -0.73, atom 26 (O): -0.31, atom 27 (C): 0.56, atom 28 (O): -0.54, atom 29 (C): -0.41, atom 30 (S): -0.18, atom 31 (N): 0.12, atom 32 (H): 0.26, atom 33 (H): 0.32, atom 34 (H): 0.29, atom 35 (H): 0.27, atom 36 (H): -0.19, atom 37 (H): 0.43, atom 38 (H): 0.18, atom 39 (H): 0.32, atom 40 (H): 0.29, atom 41 (H): 0.31, atom 42 (H): 0.38, atom 43 (H): -0.02, atom 44 (H): 0.34, atom 45 (H): 0.30, atom 46 (H): 0.33, atom 47 (H): 0.35, atom 48 (H): 0.03, atom 49 (H): 0.31, atom 50 (H): 0.36, atom 51 (H): 0.21, atom 52 (H): 0.34, atom 53 (H): 0.36, atom 54 (H): -0.23, atom 55 (H): 0.31, atom 56 (H): -0.32, atom 57 (H): 0.10, atom 58 (H): 0.37, atom 59 (H): 0.30, atom 60 (H): 0.23, atom 61 (H): 0.39, atom 62 (H): 0.11, atom 63 (H): 0.28, atom 64 (C): -1.41, atom 65 (C): 0.33, atom 66 (C): -0.27, atom 67 (O): -0.34, atom 68 (C): -0.72, atom 69 (N): -0.71, atom 70 (H): 0.28, atom 71 (H): 0.36, atom 72 (H): 0.35, atom 73 (H): 0.39, atom 74 (H): -0.04, atom 75 (H): 0.43, atom 76 (H): 0.34, atom 77 (H): 0.25, atom 78 (H): 0.24, atom 79 (H): 0.21, atom 80 (H): 0.34

The following is a DFT calculation (ωB97M-V/def2-TZVPD) of C10H17NO6Tl as an isolated structure.

Positions of all 35 atoms, in Å:
C: 1.80895 -0.36695 2.57027
C: 0.97908 -1.77591 2.48079
N: -0.26189 -1.75356 1.62931
C: 0.00716 -1.56450 0.15902
C: 0.11692 -0.01275 -0.35110
C: 1.27754 0.17658 -1.53965
O: 1.63469 -1.00475 -2.35363
C: 0.60809 -1.04008 -3.44406
O: 0.53558 -2.06089 -4.30698
O: -0.20067 0.22237 -3.39509
C: 0.78285 1.16096 -2.79545
C: 0.25479 2.59677 -2.20310
O: -1.19391 2.63347 -1.91567
O: -1.35404 3.39026 -0.85548
C: -1.36072 -0.87676 2.16703
C: -2.82288 -0.94053 1.36538
O: -1.32171 -0.08619 3.24053
H: 1.20582 0.53371 3.03010
H: 2.30234 -0.01763 1.56829
H: 2.71195 -0.55982 3.32659
H: 1.72022 -2.56621 1.97911
H: 0.71118 -2.22114 3.54770
H: 0.95928 -2.20681 -0.13685
H: -0.91038 -2.06534 -0.41617
H: 0.34128 0.77740 0.48194
H: -0.93408 0.25572 -0.84253
H: 2.14241 0.67831 -0.90108
H: 1.65266 1.15974 -3.61120
H: 0.46916 3.43232 -3.02056
H: 0.91674 2.82878 -1.24397
H: -0.91826 2.97679 -0.04910
H: -3.65374 -0.87879 2.21974
H: -2.98364 -0.04453 0.63006
H: -2.92032 -1.98093 0.81421
Tl: -2.30245 1.20090 2.17162

Results
total charge	+3
2S+1	1
E_tot	-1068.09488	Ha

The computed Mulliken charges, all in e, follow: atom 1 (C): -0.60, atom 2 (C): -0.48, atom 3 (N): 0.31, atom 4 (C): -1.05, atom 5 (C): -0.21, atom 6 (C): -0.02, atom 7 (O): -0.29, atom 8 (C): 0.46, atom 9 (O): -0.34, atom 10 (O): -0.23, atom 11 (C): 0.05, atom 12 (C): -0.57, atom 13 (O): 0.08, atom 14 (O): -0.19, atom 15 (C): 0.68, atom 16 (C): -1.05, atom 17 (O): -0.47, atom 18 (H): 0.21, atom 19 (H): 0.12, atom 20 (H): 0.40, atom 21 (H): 0.41, atom 22 (H): 0.40, atom 23 (H): 0.48, atom 24 (H): 0.24, atom 25 (H): 0.32, atom 26 (H): 0.35, atom 27 (H): 0.41, atom 28 (H): 0.53, atom 29 (H): 0.47, atom 30 (H): 0.36, atom 31 (H): 0.29, atom 32 (H): 0.50, atom 33 (H): 0.33, atom 34 (H): 0.38, atom 35 (Tl): 0.73

The following is a DFT calculation (ωB97M-V/def2-TZVPD) of an isolated ion of composition C4H14ClNP and charge -1.

Positions of all 21 atoms, in Å:
C: -0.83191 -1.78628 1.81971
C: -1.69166 -0.97087 0.82657
C: -0.96076 -0.11242 -0.25543
Cl: -1.52042 -0.77221 -1.89951
P: 0.98589 -0.06650 -0.25097
C: 1.03984 1.87443 -0.49344
N: 1.09682 2.30667 -1.89408
H: -1.52399 -2.23699 2.54842
H: -0.38091 -2.62078 1.28712
H: -0.11330 -1.20739 2.38983
H: -2.32515 -1.69195 0.30192
H: -2.38309 -0.34399 1.40351
H: -1.39668 0.88714 -0.22236
H: 1.04741 0.13250 1.19222
H: 1.05899 -1.52541 -0.13300
H: 0.98074 -0.21454 -1.70762
H: 2.46037 -0.05541 -0.27660
H: 2.00190 2.17466 -0.04424
H: 0.26215 2.39279 0.09044
H: 0.28677 1.99052 -2.40551
H: 1.90699 1.84603 -2.27697

Results
total charge	-1
2S+1	1
E_tot	-1016.99519	Ha

The computed Mulliken charges, all in e, follow: atom 1 (C): -1.33, atom 2 (C): -0.45, atom 3 (C): -0.42, atom 4 (Cl): -0.31, atom 5 (P): -0.27, atom 6 (C): -0.92, atom 7 (N): -0.71, atom 8 (H): 0.40, atom 9 (H): 0.33, atom 10 (H): 0.38, atom 11 (H): 0.29, atom 12 (H): 0.26, atom 13 (H): 0.36, atom 14 (H): -0.13, atom 15 (H): 0.00, atom 16 (H): -0.01, atom 17 (H): 0.18, atom 18 (H): 0.41, atom 19 (H): 0.39, atom 20 (H): 0.26, atom 21 (H): 0.28

The following is a DFT calculation (ωB97M-V/def2-TZVPD) of a 2-piece molecular cluster, C5H12NOS overall.

Positions of all 20 atoms, in Å:
C: 1.10516 -1.93923 1.86076
C: 1.14984 -0.48181 2.13392
C: 1.32302 0.39166 1.10216
O: 1.20392 1.71978 1.23194
H: 0.24757 -2.33003 2.45208
H: 0.82765 -2.03385 0.77845
H: 1.95750 -2.59247 2.02846
H: 1.09589 -0.12227 3.15018
H: 1.51383 0.00368 0.10139
H: 0.68539 2.05804 0.42757
C: -1.49116 0.06434 -1.75804
C: -1.65092 1.32407 -0.93201
S: -0.32153 2.50339 -1.36099
N: -0.09942 -0.47515 -1.67277
H: -1.65179 0.43474 -2.77581
H: -2.20904 -0.77100 -1.50167
H: -1.58750 1.07923 0.17006
H: -2.64768 1.70004 -1.16293
H: 0.43761 0.41731 -1.73798
H: 0.11165 -0.95046 -2.53478

Results
total charge	-1
2S+1	1
energy above the lowest of the compared OMol25 structures with the same formula, charge and spin	143.5	kJ/mol

The computed Mulliken charges, all in e, follow: atom 1 (C): -0.94, atom 2 (C): -0.23, atom 3 (C): -0.09, atom 4 (O): -0.52, atom 5 (H): 0.23, atom 6 (H): 0.23, atom 7 (H): 0.27, atom 8 (H): 0.41, atom 9 (H): 0.29, atom 10 (H): 0.14, atom 11 (C): -0.50, atom 12 (C): -0.60, atom 13 (S): -0.68, atom 14 (N): -0.50, atom 15 (H): 0.29, atom 16 (H): 0.30, atom 17 (H): 0.20, atom 18 (H): 0.32, atom 19 (H): 0.17, atom 20 (H): 0.20